{
  "formula": "C14H33N3O5P",
  "method": "the ωB97M-V functional and the def2-TZVPD basis",
  "elements": ["C", "C", "P", "C", "N", "C", "C", "C", "C", "C", "C", "C", "C", "O", "C", "H", "H", "H", "H", "H", "H", "H", "H", "H", "H", "H", "H", "H", "H", "H", "H", "H", "H", "H", "H", "H", "H", "H", "H", "H", "H", "H", "C", "N", "O", "O", "H", "H", "H", "C", "N", "O", "O", "H", "H", "H"],
  "xyz": [[1.04564, -2.60223, 1.87145], [0.27714, -3.44198, 0.68118], [-1.44279, -2.66867, 0.21795], [-2.50553, -4.11681, -0.42908], [-1.09290, -1.44376, -1.02791], [-2.07372, -0.29432, -1.00813], [-2.69632, 0.09308, 0.44222], [-3.38164, 1.54355, 0.61773], [-3.49090, 2.52328, -0.66309], [-2.52176, 3.85727, -0.38259], [-1.00266, 3.69638, -0.97549], [-0.00999, 2.75172, -0.04016], [1.53435, 2.65595, -0.66422], [1.56479, 2.68553, -2.13622], [1.30830, 1.34056, -2.70571], [1.65230, -1.70534, 1.37534], [0.33619, -2.11672, 2.66569], [1.85084, -3.31850, 2.33046], [0.17734, -4.58972, 0.93786], [0.93144, -3.32638, -0.30882], [-2.57536, -4.91829, 0.45260], [-3.63742, -3.81937, -0.65723], [-2.01298, -4.68832, -1.34186], [-2.98247, -0.57558, -1.72255], [-1.57608, 0.66459, -1.49212], [-3.50043, -0.72434, 0.77452], [-1.80193, 0.01935, 1.22998], [-4.48843, 1.37301, 1.03190], [-2.80907, 2.11638, 1.49113], [-3.34039, 2.05702, -1.72003], [-4.59790, 2.97326, -0.66467], [-2.47052, 4.14504, 0.75344], [-3.00685, 4.78145, -0.96080], [-0.51648, 4.78603, -0.93545], [-0.99413, 3.39724, -2.11661], [0.13551, 3.18701, 1.05986], [-0.37786, 1.64645, 0.07090], [2.21752, 3.51383, -0.19617], [2.05872, 1.63950, -0.33254], [2.33118, 0.73368, -2.62288], [0.93320, 1.45945, -3.81450], [0.52268, 0.73039, -2.08972], [4.73204, 4.00713, -2.23596], [4.89265, 4.86846, -1.03350], [5.26083, 6.03445, -1.21748], [4.64446, 4.34976, 0.06117], [4.98254, 4.59056, -3.12446], [5.41141, 3.15924, -2.12715], [3.69075, 3.68009, -2.27043], [1.34256, -6.68721, 4.20269], [1.01916, -6.65460, 2.75082], [-0.17606, -6.60341, 2.43812], [1.97432, -6.68119, 1.96602], [0.41156, -6.65849, 4.77275], [1.88628, -7.61367, 4.39851], [1.95685, -5.81176, 4.42328]],
  "total_charge": -1,
  "homo_lumo_gap_ev": 4.3,
  "largest_force_ev_per_a": 2.7,
  "lumo_energy_ev": 1.96,
  "spin_multiplicity": 1,
  "e_homo_ha": -0.085
}

=====

{
  "formula": "C56H152ClCrN8O20",
  "method": "the ωB97M-V functional and the def2-TZVPD basis",
  "elements": ["Cr", "Cl", "O", "O", "O", "O", "C", "C", "C", "O", "H", "H", "H", "H", "H", "H", "H", "H", "C", "C", "C", "O", "H", "H", "H", "H", "H", "H", "H", "H", "C", "C", "C", "O", "H", "H", "H", "H", "H", "H", "H", "H", "C", "C", "C", "O", "H", "H", "H", "H", "H", "H", "H", "H", "C", "C", "C", "O", "H", "H", "H", "H", "H", "H", "H", "H", "C", "C", "C", "O", "H", "H", "H", "H", "H", "H", "H", "H", "C", "C", "C", "O", "H", "H", "H", "H", "H", "H", "H", "H", "C", "C", "C", "O", "H", "H", "H", "H", "H", "H", "H", "H", "C", "C", "C", "O", "C", "N", "H", "H", "H", "H", "H", "H", "H", "H", "H", "H", "H", "C", "C", "C", "O", "C", "N", "H", "H", "H", "H", "H", "H", "H", "H", "H", "H", "H", "C", "C", "C", "O", "C", "N", "H", "H", "H", "H", "H", "H", "H", "H", "H", "H", "H", "C", "C", "C", "O", "C", "N", "H", "H", "H", "H", "H", "H", "H", "H", "H", "H", "H", "C", "C", "C", "O", "C", "N", "H", "H", "H", "H", "H", "H", "H", "H", "H", "H", "H", "C", "C", "C", "O", "C", "N", "H", "H", "H", "H", "H", "H", "H", "H", "H", "H", "H", "C", "C", "C", "O", "C", "N", "H", "H", "H", "H", "H", "H", "H", "H", "H", "H", "H", "C", "C", "C", "O", "C", "N", "H", "H", "H", "H", "H", "H", "H", "H", "H", "H", "H"],
  "xyz": [[1.75926, -0.07977, -3.54945], [0.51768, 0.54226, -0.10281], [0.45309, 0.84490, -1.51092], [0.82230, 1.67176, 0.64445], [-0.78523, 0.13595, 0.33058], [1.52612, -0.51274, 0.01665], [-0.71799, -8.04641, 0.11115], [-0.62764, -7.28845, -1.15960], [-1.69547, -7.69984, -2.15178], [-0.75010, -5.88314, -1.05573], [-1.73189, -7.94307, 0.56173], [-0.01173, -7.60760, 0.81174], [-0.57613, -9.12346, -0.03144], [0.38532, -7.44215, -1.57159], [-1.71721, -6.91617, -2.85440], [-2.65997, -7.68171, -1.65445], [-1.52062, -8.69210, -2.58950], [-1.42188, -5.51349, -0.44725], [-2.26542, -3.46550, 5.78391], [-3.03231, -3.89757, 4.56001], [-4.56702, -3.87681, 4.67389], [-2.70635, -3.19164, 3.42478], [-2.23207, -2.40175, 5.95738], [-1.30632, -3.99016, 5.73058], [-2.68380, -3.92587, 6.69054], [-2.76371, -4.96919, 4.41615], [-4.95298, -4.57521, 5.43144], [-5.13403, -4.17263, 3.79091], [-4.91800, -2.87531, 4.92120], [-2.88841, -2.18833, 3.54455], [-0.00581, -5.52154, 2.97269], [0.66358, -6.79666, 3.54570], [2.11090, -6.46242, 3.82850], [0.01616, -7.21559, 4.69983], [0.26089, -4.64518, 3.53522], [-1.11186, -5.64055, 2.97425], [0.31666, -5.40557, 1.95393], [0.62053, -7.55458, 2.79721], [2.55822, -5.93855, 2.95674], [2.75490, -7.32761, 4.09776], [2.11534, -5.73962, 4.68953], [0.74393, -7.57211, 5.23464], [-0.76895, 4.20546, 2.83663], [-0.84562, 2.78528, 3.40202], [-1.53304, 2.75688, 4.79290], [-1.71490, 2.03678, 2.59684], [-0.05981, 4.75146, 3.44356], [-1.72544, 4.68795, 2.91002], [-0.41182, 4.18647, 1.83173], [0.14375, 2.27306, 3.34153], [-1.65578, 1.77853, 5.24867], [-2.53428, 3.22361, 4.63966], [-0.93572, 3.34561, 5.54659], [-1.19387, 1.70494, 1.85633], [-5.06541, 2.77624, -0.41540], [-5.63661, 3.69227, 0.57937], [-4.53538, 4.60119, 1.08659], [-6.68704, 4.46470, -0.08523], [-5.71929, 1.93799, -0.71750], [-4.18467, 2.41776, 0.10071], [-4.76503, 3.37919, -1.29707], [-6.06908, 3.25098, 1.46305], [-3.61571, 4.06664, 1.29812], [-4.76758, 5.10242, 2.03510], [-4.26608, 5.46457, 0.40134], [-6.78798, 5.26007, 0.41662], [2.84656, 2.98193, 4.39930], [3.11622, 2.93893, 2.89403], [3.25244, 4.30317, 2.26918], [4.30193, 2.16955, 2.53954], [1.87231, 3.40295, 4.58708], [3.59800, 3.59781, 4.92314], [2.80272, 1.98079, 4.81784], [2.24785, 2.38479, 2.46604], [4.07436, 4.80979, 2.67585], [2.36420, 4.85922, 2.58041], [3.37765, 4.26728, 1.15785], [4.29905, 1.34602, 3.03537], [-4.05321, -4.59863, -0.66033], [-3.67538, -4.55046, 0.78565], [-4.02533, -5.75689, 1.60129], [-2.28882, -4.22570, 0.78418], [-3.71028, -5.52575, -1.15028], [-3.67282, -3.75560, -1.24529], [-5.13230, -4.58398, -0.77938], [-4.06929, -3.69964, 1.29233], [-3.65293, -5.64791, 2.61983], [-3.64125, -6.73857, 1.23098], [-5.12876, -5.75494, 1.56749], [-2.00499, -4.07503, 1.71446], [7.15065, 1.90748, 0.28974], [6.08982, 2.97460, 0.26597], [6.41948, 4.07240, -0.75612], [4.87771, 2.35659, -0.12910], [8.09603, 2.25393, 0.67534], [7.32048, 1.51553, -0.73475], [6.98432, 1.08294, 0.99328], [5.98203, 3.35645, 1.26761], [7.09546, 4.85627, -0.41037], [5.54895, 4.65645, -1.02435], [6.89540, 3.62316, -1.68368], [4.48866, 2.11778, 0.78043], [-5.24655, 0.87405, 2.93903], [-4.45613, -0.41420, 2.65847], [-3.98467, -0.47707, 1.19128], [-5.09803, -0.24502, 0.29064], [-5.82890, -1.41296, 0.02194], [-3.31834, -0.55475, 3.59439], [-5.48251, 0.98822, 4.01799], [-6.12975, 0.81098, 2.32831], [-4.66638, 1.76657, 2.69628], [-5.15123, -1.25226, 2.80737], [-3.58681, -1.43981, 0.97378], [-3.22006, 0.26013, 0.97125], [-6.54084, -1.36493, -0.79771], [-6.36193, -1.72308, 0.97902], [-5.08132, -2.21765, -0.22893], [-3.61138, -0.09240, 4.50932], [-2.56163, 0.04840, 3.35945], [-4.58658, 6.44411, -2.73967], [-3.10619, 6.17931, -2.51081], [-2.67195, 4.80586, -3.02890], [-1.34422, 4.39705, -2.67477], [-1.19209, 3.84041, -1.34604], [-2.30354, 7.22127, -3.03184], [-5.16013, 5.64789, -2.28718], [-4.81157, 6.58415, -3.79421], [-4.76977, 7.36010, -2.20658], [-2.91687, 6.19899, -1.43878], [-2.75438, 4.75554, -4.13685], [-3.37654, 4.01061, -2.76240], [-0.13126, 3.75424, -1.16536], [-1.64763, 2.86530, -1.32467], [-1.63199, 4.50778, -0.60824], [-2.39366, 7.43985, -4.02442], [-1.32776, 7.04580, -2.91714], [4.06914, -1.44696, 2.03249], [3.11773, -0.94766, 3.12966], [2.17679, -2.11495, 3.48778], [1.29726, -1.73045, 4.52599], [0.05106, -1.13521, 4.17033], [3.87178, -0.36257, 4.22884], [3.49454, -1.96661, 1.29048], [4.84370, -2.09662, 2.50334], [4.60639, -0.55866, 1.66177], [2.54499, -0.14952, 2.64993], [2.79295, -2.94381, 3.88063], [1.63966, -2.51766, 2.62292], [-0.56725, -1.81884, 3.57161], [0.20334, -0.19858, 3.69323], [-0.48761, -0.97190, 5.13948], [3.20959, 0.01525, 4.89961], [4.43135, -0.99058, 4.80617], [1.92462, 0.70269, -8.16451], [1.88070, 0.78066, -6.64135], [0.48213, 0.94885, -6.11299], [0.52874, 1.11197, -4.73998], [-0.49185, 2.02597, -4.29079], [2.56486, -0.33261, -5.93055], [1.12600, 1.24258, -8.67265], [1.88483, -0.29740, -8.50783], [2.88369, 1.18799, -8.40395], [2.43295, 1.71100, -6.38007], [-0.26158, 0.11477, -6.22965], [-0.00087, 1.82409, -6.52167], [-0.30625, 2.21949, -3.23827], [-1.48644, 1.57280, -4.41962], [-0.41774, 2.92562, -4.83092], [2.18266, -1.22428, -6.27410], [3.58162, -0.34135, -6.08650], [0.52302, 9.26074, 1.75846], [0.38920, 8.59249, 0.45711], [0.50908, 7.05016, 0.62076], [0.25562, 6.33961, -0.55560], [1.06742, 6.51747, -1.68041], [-0.94060, 8.85310, -0.10048], [-0.46217, 9.24785, 2.24568], [0.77770, 10.30817, 1.65669], [1.21116, 8.70117, 2.39997], [1.22538, 8.94145, -0.13046], [-0.19924, 6.68423, 1.34868], [1.54392, 6.89227, 0.97386], [0.87190, 7.43590, -2.23525], [0.84474, 5.71006, -2.33808], [2.09749, 6.55138, -1.34569], [-1.06650, 8.44282, -1.00812], [-1.20372, 9.80330, -0.07292], [2.75067, -5.17057, 0.39892], [2.75653, -4.10679, -0.69845], [3.09441, -4.84479, -2.03787], [3.33593, -3.92366, -3.17637], [3.56469, -4.55876, -4.43779], [1.40646, -3.44152, -0.88122], [3.76755, -5.60395, 0.56896], [2.02002, -6.00459, 0.22151], [2.36573, -4.67746, 1.31395], [3.47653, -3.32376, -0.52629], [2.23013, -5.50201, -2.20779], [4.02919, -5.38021, -1.85414], [2.66253, -4.96865, -4.84846], [4.31020, -5.35567, -4.34480], [4.01061, -3.77601, -5.07705], [0.65478, -4.12282, -0.95450], [1.14192, -2.81989, -0.06739], [5.63826, -0.91725, -1.81790], [4.30011, -0.22378, -1.82655], [4.56206, 0.95813, -2.85929], [3.28387, 1.43989, -3.36054], [3.00802, 2.85089, -3.15023], [3.20858, -1.03556, -2.37085], [6.41977, -0.25636, -1.46811], [5.89824, -1.33349, -2.82817], [5.67605, -1.74038, -1.10777], [3.90673, 0.26216, -0.88891], [5.03107, 0.60288, -3.77383], [5.05230, 1.75566, -2.30509], [2.31610, 3.27149, -3.88268], [3.94789, 3.36330, -3.20590], [2.56570, 2.90026, -2.14731], [3.52555, -1.94129, -2.77223], [2.65745, -1.26181, -1.51355], [-0.41973, -4.14385, -4.21877], [-0.50991, -2.61430, -3.97600], [-1.44233, -2.24424, -2.90570], [-1.57212, -0.85941, -2.93825], [-2.57543, -0.42436, -1.96577], [0.83203, -2.10102, -3.56720], [-1.34982, -4.64248, -4.47028], [-0.04148, -4.66012, -3.32221], [0.34606, -4.35743, -4.97915], [-0.74406, -2.15541, -4.95052], [-0.98026, -2.53795, -1.95216], [-2.35266, -2.77957, -2.97458], [-2.40039, -0.84631, -1.00100], [-3.56543, -0.67763, -2.30818], [-2.62159, 0.63114, -1.93687], [1.49498, -2.68384, -4.10186], [0.97879, -2.66654, -2.66246]],
  "total_charge": 1,
  "homo_lumo_gap_ev": [8.2, 8.2],
  "largest_force_ev_per_a": 3.4,
  "lumo_energy_ev": [-2.02, -2.04],
  "spin_multiplicity": 5,
  "e_homo_ha": [-0.377, -0.377]
}

=====

{
  "formula": "C40H60BiN6O6PS",
  "method": "the ωB97M-V functional and the def2-TZVPD basis",
  "elements": ["Bi", "O", "C", "O", "C", "C", "C", "C", "C", "N", "C", "O", "O", "H", "H", "H", "C", "C", "C", "P", "C", "C", "C", "C", "C", "C", "C", "C", "C", "C", "N", "C", "C", "C", "C", "C", "C", "C", "C", "C", "H", "H", "H", "H", "H", "H", "H", "H", "H", "H", "H", "H", "H", "H", "H", "H", "H", "H", "H", "H", "H", "H", "H", "H", "H", "H", "H", "H", "H", "H", "H", "C", "O", "C", "O", "N", "N", "H", "H", "H", "H", "H", "H", "C", "C", "C", "C", "N", "C", "S", "N", "C", "C", "C", "C", "H", "H", "H", "H", "H", "H", "H", "H", "H", "H", "H", "H", "H", "H", "H", "H", "H", "H", "H", "H"],
  "xyz": [[0.18572, -0.17665, 0.10229], [3.92285, 1.99845, 0.54595], [3.05054, 1.15530, 0.54161], [1.78627, 1.36712, 0.61819], [3.42814, -0.31670, 0.50290], [4.73264, -0.77818, 0.52453], [4.93895, -2.15116, 0.53449], [3.85144, -3.01052, 0.51867], [2.57852, -2.46479, 0.48667], [2.39883, -1.15184, 0.48196], [1.30230, -3.29544, 0.43124], [1.41359, -4.51420, 0.40539], [0.23938, -2.61167, 0.37617], [5.53699, -0.05912, 0.54270], [5.94476, -2.54666, 0.55644], [3.95057, -4.08559, 0.53071], [0.87527, 4.20075, 1.61968], [-0.13926, 4.07521, 0.48828], [0.55562, 4.35006, -0.84824], [-0.98601, 2.43850, 0.47800], [-2.61851, 2.66114, -0.35007], [-2.47737, 2.57861, -1.87310], [-3.57847, 1.56986, 0.11518], [-1.44798, 2.15741, 2.20368], [-2.13725, 3.14595, 2.90866], [-2.55399, 2.99049, 4.21457], [-3.27899, 4.07459, 4.95753], [-2.25621, 1.76756, 4.81888], [-1.58183, 0.76838, 4.15274], [-1.15244, 0.93164, 2.81863], [-0.48594, -0.11642, 2.16766], [-0.31018, -1.33229, 2.89163], [0.84940, -1.51986, 3.64673], [1.83354, -0.40249, 3.82873], [1.05409, -2.75399, 4.25446], [0.13051, -3.78466, 4.14064], [0.40457, -5.13581, 4.74077], [-1.03473, -3.55084, 3.42134], [-1.26835, -2.33895, 2.78755], [-2.49939, -2.13116, 1.95525], [1.20349, 5.24001, 1.66879], [1.74507, 3.57524, 1.42233], [0.46464, 3.92839, 2.59110], [-0.94885, 4.80438, 0.64029], [1.24304, 3.54173, -1.09027], [1.13099, 5.27362, -0.77095], [-0.13857, 4.46460, -1.67575], [-3.01328, 3.64481, -0.06815], [-2.18650, 1.56566, -2.16143], [-1.73402, 3.25567, -2.28150], [-3.43416, 2.79415, -2.35053], [-3.16199, 0.57781, -0.08195], [-4.51158, 1.63763, -0.44463], [-3.80388, 1.63350, 1.17885], [-2.35312, 4.08457, 2.40699], [-3.54333, 4.89610, 4.29193], [-2.66747, 4.48569, 5.76158], [-4.19928, 3.70198, 5.40790], [-2.56101, 1.59162, 5.84349], [-1.37795, -0.15910, 4.66298], [2.02357, 0.12702, 2.89656], [2.77604, -0.77726, 4.22618], [1.44672, 0.34227, 4.52764], [1.95987, -2.91136, 4.82779], [1.03495, -5.05880, 5.62565], [0.92063, -5.77291, 4.02082], [-0.51874, -5.63974, 5.02419], [-1.76981, -4.34136, 3.32931], [-3.23782, -2.90621, 2.16414], [-2.25258, -2.18681, 0.89513], [-2.95881, -1.15945, 2.14229], [-0.20296, 2.23687, -5.30545], [0.32851, 2.23750, -3.98386], [0.78921, 1.09242, -3.43716], [1.10968, 1.07861, -2.26646], [0.89963, 0.01064, -4.24222], [1.50073, -1.17676, -3.78050], [-0.63914, 3.22131, -5.45128], [-0.98085, 1.47757, -5.41317], [0.58558, 2.08717, -6.04798], [0.79001, 0.07952, -5.24032], [2.26818, -0.91887, -3.16012], [0.80137, -1.68587, -3.22278], [-4.19145, -4.25954, -4.07070], [-5.24467, -3.37001, -3.42282], [-5.45378, -3.61410, -1.93126], [-4.36960, -3.04741, -1.02907], [-3.14756, -3.82598, -1.06776], [-1.97409, -3.42115, -1.57002], [-1.75655, -1.84718, -2.18076], [-0.97226, -4.30478, -1.58745], [-0.95368, -5.61498, -0.96154], [-1.34442, -6.73837, -1.91632], [-1.32266, -8.10591, -1.23881], [-2.46322, -8.30070, -0.24612], [-4.18906, -4.13053, -5.15239], [-4.39374, -5.31288, -3.86758], [-3.18620, -4.03229, -3.71802], [-6.20018, -3.52545, -3.93062], [-4.98126, -2.32022, -3.57782], [-5.55623, -4.68982, -1.74658], [-6.40031, -3.16676, -1.61687], [-4.71679, -3.00884, 0.00778], [-4.10702, -2.02955, -1.32509], [-3.22349, -4.78915, -0.77837], [-0.08829, -3.92245, -1.89071], [-1.60078, -5.59989, -0.08021], [0.05071, -5.74806, -0.55571], [-0.66440, -6.72014, -2.77055], [-2.34569, -6.54369, -2.31996], [-0.36584, -8.23763, -0.72541], [-1.36800, -8.88665, -2.00203], [-2.38742, -7.62060, 0.60147], [-2.47444, -9.31125, 0.15830], [-3.42809, -8.12771, -0.72666]],
  "homo_lumo_gap_ev": 7.7,
  "largest_force_ev_per_a": 0.5,
  "lumo_energy_ev": 0.32,
  "spin_multiplicity": 1,
  "de_lowest_kj_mol": 6.9,
  "e_homo_ha": -0.272
}